1.
Computed, not measured: a structure of composition C4H6O2Si at a distorted geometry, with ωB97M-V with the def2-TZVPD basis set.

Results
* charge: 0
* LUMO (spin up / spin down): 0.323 / 0.323 eV
* relative energy (zero: lowest compared OMol25 entry of this formula, charge and spin): 75.7 kcal/mol

Geometry as XYZ:
```
13
Properties=species:S:1:pos:R:3:forces:R:3
C -0.0594 0.5473 -1.1473 0.016 -1.552 1.041
C -1.5649 0.6796 0.3780 -0.619 1.217 -1.391
C 1.1421 0.7487 -0.2449 -2.318 0.306 1.150
C 0.9226 -0.4606 0.7403 -1.932 4.676 3.343
O -2.0941 1.7083 0.3464 -0.391 0.070 0.979
O -1.4899 -2.1935 -0.1874 2.547 0.668 -3.130
Si -0.6558 -0.8261 -0.1415 1.481 1.061 -0.206
H -0.0197 0.9828 -2.1052 -0.820 0.557 -0.974
H 2.0310 0.7006 -0.7123 3.237 -0.705 -1.995
H 1.2080 1.8096 0.1275 -0.646 -0.989 0.662
H 1.6050 -1.1740 0.6801 3.258 -3.155 -0.790
H 1.0628 -0.0763 1.8389 -0.886 -0.903 -1.677
H -2.0877 -2.4463 0.4275 -2.926 -1.250 2.989
```
Positions in Å, forces in eV/Å.

How positive or negative is each atom? The Löwdin charges in e answer that:
1 C -0.16
2 C -0.12
3 C -0.31
4 C -0.20
5 O 0.10
6 O -0.05
7 Si 0.40
8 H 0.04
9 H 0.04
10 H 0.12
11 H 0.00
12 H 0.12
13 H 0.00

2.
Computed, not measured: the molecule C19H20N4O2S2 at a distorted geometry, with ωB97M-V with the def2-TZVPD basis set.

Results
* charge: 0
* LUMO: 0.433 eV
* SMILES string: C=CCCC(=O)Nc1nc(C)c(-c2csc(Nc3cccc(OC)c3)n2)s1
* relative energy (zero: lowest compared OMol25 entry of this formula, charge and spin): 30.3 kcal/mol

Geometry as XYZ:
```
47
Properties=species:S:1:pos:R:3:forces:R:3
C 2.2754 -6.9756 -1.2573 0.185 -0.090 0.063
C 0.9874 -6.6982 -1.3224 -0.183 0.079 -0.156
C 0.3865 -5.6887 -2.2490 -0.175 0.033 0.154
C -0.3032 -4.5620 -1.4725 0.255 -0.445 -0.368
C -1.5843 -5.0172 -0.8339 0.135 0.262 -0.003
O -2.0982 -6.1004 -0.9775 -0.004 -0.253 -0.088
N -2.2204 -4.0916 -0.0209 -0.622 -0.418 0.254
C -1.8794 -2.8077 0.2820 -0.352 0.994 0.686
N -0.8664 -2.1488 -0.1547 0.189 -0.703 -0.508
C -0.8049 -0.8841 0.3375 -0.639 0.607 0.775
C 0.3265 -0.0154 -0.0812 0.088 0.037 0.032
C -1.8214 -0.5464 1.1963 0.333 -0.690 -0.547
C -2.0613 0.6857 1.8949 -0.881 0.233 0.918
C -3.0156 0.8580 2.8573 0.281 0.076 -0.215
S -2.9951 2.4692 3.4675 0.490 0.013 -0.514
C -1.6596 2.8035 2.3393 -0.990 -0.388 0.840
N -1.1402 4.0498 2.3360 -0.043 0.590 0.318
C -0.1619 4.5819 1.5011 0.345 0.048 -0.367
C 0.2671 5.8883 1.7443 0.024 0.072 0.027
C 1.2320 6.4476 0.9342 -0.161 -0.078 0.124
C 1.7846 5.7381 -0.1206 0.240 -0.131 -0.352
C 1.3539 4.4389 -0.3673 -0.081 0.167 0.179
O 1.8114 3.6426 -1.3719 -0.263 -0.050 0.286
C 2.7978 4.1501 -2.2372 0.170 0.100 -0.143
C 0.3792 3.8654 0.4472 0.047 -0.121 -0.139
N -1.3109 1.7973 1.6223 0.513 0.211 -0.470
S -2.9082 -1.9013 1.3931 0.581 -0.096 -0.483
H 2.6691 -7.7096 -0.5750 0.019 -0.142 0.165
H 2.9947 -6.4834 -1.8926 0.101 0.133 -0.166
H 0.2800 -7.2039 -0.6800 -0.033 -0.138 0.131
H 1.1607 -5.2635 -2.8895 -0.027 0.000 -0.014
H -0.3586 -6.1838 -2.8767 0.053 0.042 -0.080
H -0.5417 -3.7272 -2.1353 0.037 0.050 0.116
H 0.3559 -4.1675 -0.6975 -0.055 0.079 -0.104
H -3.0779 -4.4323 0.3997 0.199 -0.080 -0.173
H 0.0067 0.6697 -0.8652 0.054 0.104 -0.057
H 1.1264 -0.6393 -0.4698 0.058 -0.021 -0.031
H 0.6830 0.5745 0.7582 0.086 0.068 -0.071
H -3.7118 0.1395 3.2381 -0.139 -0.183 0.100
H -1.5194 4.6840 3.0246 0.100 -0.110 -0.157
H -0.1556 6.4535 2.5620 -0.043 0.067 0.103
H 1.5657 7.4572 1.1223 0.021 0.078 0.020
H 2.5379 6.2061 -0.7331 0.075 0.010 -0.078
H 3.0051 3.3515 -2.9477 0.019 0.086 0.028
H 2.4429 5.0325 -2.7796 0.017 -0.030 0.036
H 3.7168 4.4006 -1.6977 -0.045 0.002 -0.017
H 0.0493 2.8622 0.2479 0.025 -0.073 -0.050
```
Positions in Å, forces in eV/Å.

How positive or negative is each atom? The Löwdin charges in e answer that:
1 C 0.00
2 C -0.19
3 C -0.20
4 C -0.12
5 C -0.45
6 O 0.09
7 N 0.10
8 C -0.59
9 N 0.09
10 C -0.34
11 C -0.03
12 C -0.42
13 C -0.40
14 C -0.40
15 S 1.03
16 C -0.58
17 N 0.06
18 C -0.23
19 C -0.04
20 C -0.08
21 C -0.04
22 C -0.27
23 O -0.08
24 C -0.09
25 C 0.06
26 N 0.10
27 S 1.10
28 H 0.05
29 H 0.05
30 H 0.10
31 H 0.11
32 H 0.12
33 H 0.12
34 H 0.12
35 H 0.14
36 H 0.09
37 H 0.08
38 H 0.07
39 H 0.05
40 H 0.13
41 H 0.11
42 H 0.11
43 H 0.10
44 H 0.09
45 H 0.10
46 H 0.10
47 H 0.08

3.
Computed, not measured: a cluster of 3 separate species, C18H25N2O4 in total at a distorted geometry, with ωB97M-V with the def2-TZVPD basis set.

Results
* charge: -1
* LUMO: 1.399 eV
* relative energy (zero: lowest compared OMol25 entry of this formula, charge and spin): 268.0 kcal/mol

Geometry as XYZ:
```
49
Properties=species:S:1:pos:R:3:forces:R:3
C -5.8240 -1.0769 -3.2630 2.766 0.672 -1.279
C -4.5618 -1.0026 -4.0471 -2.404 -0.619 1.854
C -3.3372 -2.0912 -4.0465 4.298 0.426 -5.053
O -2.3258 -1.8881 -4.9359 -6.556 -1.280 5.729
O -3.2314 -3.3012 -3.2172 -0.886 3.718 -0.263
C -3.2401 -2.9996 -1.7774 0.492 0.268 2.425
C -1.7768 -2.4952 -1.1828 -0.270 -0.892 -0.502
C -1.9489 -2.4332 0.4566 0.134 -0.364 -0.629
C -0.9970 -1.3258 1.2015 -0.637 0.228 1.173
C -1.3942 0.2501 0.8439 0.676 -0.464 0.753
C -0.3651 0.9511 -0.2256 -0.827 0.504 0.747
C -1.1684 2.1738 -0.9720 -1.274 5.658 -3.055
O -2.3341 2.0367 -1.6385 5.202 -0.775 3.490
O -0.5559 3.5177 -0.9624 -2.161 -7.006 0.714
H -6.4882 -2.0268 -3.0966 2.090 1.647 0.313
H -6.1706 -0.0684 -2.7278 0.264 -2.139 -2.115
H -4.4247 -0.0380 -4.7360 0.514 -2.113 2.350
H -3.5226 -3.9847 -1.1655 0.579 1.925 -1.732
H -4.0205 -2.1891 -1.4486 1.312 -1.474 -1.056
H -1.4478 -1.4798 -1.6659 -0.846 -1.831 1.042
H -0.9841 -3.3206 -1.5196 -1.599 1.841 0.861
H -1.7271 -3.5179 0.8753 -0.390 2.200 -0.767
H -3.1083 -2.2446 0.6516 2.502 -0.071 -0.127
H -1.2094 -1.4322 2.3710 0.480 0.028 -2.439
H 0.1674 -1.5386 1.0840 -2.534 0.410 -0.074
H -2.5240 0.2838 0.5178 2.356 0.106 0.400
H -1.2676 0.8524 1.8665 -0.499 -1.241 -2.232
H 0.0616 0.1431 -0.9631 -0.863 1.747 1.252
H 0.5119 1.4444 0.4135 -1.781 -1.146 -1.701
N 1.5377 1.7391 3.1463 0.058 -0.099 0.174
C 2.3142 0.6098 3.1337 0.017 0.050 -0.026
C 2.3851 0.1276 4.4216 0.150 -0.112 -0.311
C 1.6195 0.9932 5.2387 -0.219 0.293 0.086
C 1.1052 1.9777 4.4249 0.034 0.032 -0.044
H 1.3174 2.3069 2.3385 -0.040 -0.164 0.156
H 2.7500 0.2478 2.2122 -0.097 0.031 0.138
H 2.9284 -0.7533 4.7382 -0.093 0.126 -0.076
H 1.4598 0.9074 6.3058 0.003 0.026 -0.174
H 0.4714 2.8262 4.6458 0.109 -0.164 -0.032
N 5.8732 1.5716 0.1171 0.155 -0.009 0.086
C 6.1479 1.4643 -1.2214 0.035 -0.044 -0.134
C 5.0069 1.7946 -1.9179 0.405 -0.110 -0.017
C 4.0107 2.1183 -0.9660 -0.185 0.062 0.385
C 4.5737 1.9750 0.2823 -0.174 0.016 -0.070
H 6.5273 1.3835 0.8657 -0.292 0.091 -0.318
H 7.1286 1.1613 -1.5627 -0.171 0.041 0.030
H 4.9035 1.8029 -2.9952 0.014 -0.002 0.188
H 2.9924 2.4238 -1.1693 0.102 -0.019 0.049
H 4.1616 2.1238 1.2715 0.052 -0.004 -0.172
```
Positions in Å, forces in eV/Å.

How positive or negative is each atom? The Löwdin charges in e answer that:
1 C -0.01
2 C -0.05
3 C -0.25
4 O -0.04
5 O -0.10
6 C -0.21
7 C -0.16
8 C -0.23
9 C -0.22
10 C -0.21
11 C -0.15
12 C -0.47
13 O -0.19
14 O -0.32
15 H 0.07
16 H 0.09
17 H 0.14
18 H 0.14
19 H 0.12
20 H 0.12
21 H 0.13
22 H 0.11
23 H 0.11
24 H 0.10
25 H 0.11
26 H 0.11
27 H 0.11
28 H 0.11
29 H 0.09
30 N 0.02
31 C -0.15
32 C -0.13
33 C -0.13
34 C -0.14
35 H 0.14
36 H 0.10
37 H 0.08
38 H 0.08
39 H 0.11
40 N -0.01
41 C -0.16
42 C -0.11
43 C -0.10
44 C -0.15
45 H 0.14
46 H 0.10
47 H 0.09
48 H 0.10
49 H 0.09

4.
Computed, not measured: a structure of composition C34H54F6N6O3S2Ti at a distorted geometry, with ωB97M-V with the def2-TZVPD basis set.

Results
* charge: +2
* LUMO: -6.655 eV
* relative energy (zero: lowest compared OMol25 entry of this formula, charge and spin): 31.7 kcal/mol

Geometry as XYZ:
```
106
Properties=species:S:1:pos:R:3:forces:R:3
Ti 0.4052 -0.6885 -0.9925 -0.882 2.309 0.542
C -4.2666 0.6816 -0.6755 0.001 0.068 -0.119
C -2.8200 0.7947 -0.2897 0.002 0.124 -0.372
N -2.3444 0.3656 0.8063 0.147 -0.205 0.269
N -3.1953 -0.2370 1.6724 0.230 0.030 0.198
C -2.7704 -0.4850 2.9584 0.244 -0.061 -0.379
N -3.7453 -0.8020 3.8087 -0.034 0.034 0.131
S -1.1605 -0.4360 3.4078 0.155 -0.056 -0.142
C -1.8685 1.5890 -1.1156 0.081 -0.172 0.098
C -2.3649 2.6349 -1.8669 -0.081 0.188 -0.063
C -1.4987 3.5083 -2.5121 -0.098 0.047 -0.031
C -0.1419 3.3223 -2.3619 0.036 0.059 -0.020
C 0.2875 2.2413 -1.6168 -0.050 0.005 0.113
N -0.5313 1.3606 -1.0267 -0.117 0.008 -0.442
H -4.8852 1.3722 -0.0942 0.011 -0.018 0.007
H -4.6255 -0.3341 -0.4979 -0.026 -0.008 -0.054
H -4.4258 0.9036 -1.7278 -0.019 -0.004 0.052
H -4.1856 -0.2570 1.4708 -0.032 0.022 0.011
H -4.7233 -0.6913 3.5906 0.035 -0.009 0.007
H -3.4949 -1.0072 4.7621 -0.001 -0.026 -0.004
H -3.4328 2.7959 -1.9229 0.060 0.020 0.022
H -1.8853 4.3325 -3.0981 -0.011 -0.032 0.021
H 0.5792 3.9866 -2.8175 0.005 -0.028 0.025
H 1.3397 2.0683 -1.4683 0.168 -0.073 -0.071
C -0.2098 -2.8578 1.2455 -0.240 -0.161 -0.003
O -0.0606 -1.5177 0.6629 0.026 0.137 1.564
H -1.2523 -2.9918 1.5135 -0.052 0.087 0.041
H 0.4249 -2.9221 2.1199 0.062 0.071 0.081
H 0.0858 -3.5878 0.5051 -0.113 0.185 0.134
H -0.1683 -0.8540 1.4720 -0.493 -0.593 -0.564
C -2.8626 -1.0937 -3.5638 -0.093 0.040 0.044
C -1.7182 -1.8622 -2.9248 0.033 0.150 -0.125
O -0.9098 -0.9884 -2.1673 -0.032 -1.166 0.052
C -0.8627 -2.5323 -4.0411 -0.068 0.105 0.148
F 0.3731 -2.8173 -3.6151 0.005 0.037 0.052
F -0.7531 -1.7049 -5.0838 0.056 -0.051 0.005
F -1.4341 -3.6608 -4.4528 0.011 0.038 -0.083
C -2.3003 -2.9412 -1.9781 0.203 0.175 0.094
F -1.3469 -3.7970 -1.5704 -0.164 0.084 0.032
F -3.2770 -3.6241 -2.5434 -0.063 -0.082 -0.013
F -2.8001 -2.3445 -0.8716 0.113 -0.063 -0.081
H -2.4753 -0.1783 -4.0042 0.015 -0.005 -0.036
H -3.6139 -0.8492 -2.8138 0.066 -0.030 -0.058
H -3.3303 -1.6935 -4.3418 -0.050 0.012 -0.013
C 1.5849 0.4617 -4.2837 0.229 -0.086 -0.149
C 3.0822 0.4129 -3.9771 -0.088 0.051 0.221
C 3.5841 1.6071 -3.1541 -0.131 -0.015 -0.084
C 3.6059 -0.8755 -3.3574 -0.075 0.163 -0.204
C 4.8061 -1.3482 -3.8866 0.026 -0.047 -0.034
C 5.4284 -2.4812 -3.4027 -0.028 0.005 0.020
C 4.8264 -3.1862 -2.3757 0.070 0.006 -0.026
C 3.6326 -2.7678 -1.8007 -0.126 -0.140 0.165
C 3.0546 -3.6610 -0.7109 -0.193 0.204 0.014
C 1.6570 -4.1755 -1.0669 0.349 -0.068 -0.141
C 3.1272 -3.0341 0.6853 0.085 -0.134 -0.038
C 3.0541 -1.5874 -2.2906 0.005 -0.120 0.006
O 1.8968 -1.0967 -1.6538 1.307 -0.795 -1.023
H 1.3469 1.3987 -4.7898 -0.003 0.003 0.001
H 0.9560 0.4000 -3.4032 -0.114 0.026 0.114
H 1.3068 -0.3564 -4.9484 -0.001 0.027 0.047
H 3.5682 0.4727 -4.9494 0.070 0.022 -0.072
H 3.3250 1.4928 -2.1008 -0.088 0.063 -0.005
H 3.1716 2.5470 -3.5331 0.020 -0.054 0.039
H 4.6730 1.6748 -3.2067 -0.034 -0.004 0.011
H 5.2526 -0.8023 -4.7095 -0.021 -0.013 0.012
H 6.3586 -2.8254 -3.8369 -0.036 0.014 0.028
H 5.2842 -4.0964 -2.0062 -0.014 0.030 -0.022
H 3.7032 -4.5346 -0.6838 0.048 -0.078 -0.026
H 0.9312 -3.3651 -1.1150 0.020 -0.022 -0.152
H 1.3145 -4.9048 -0.3288 0.048 0.024 -0.051
H 1.6533 -4.6625 -2.0426 0.015 0.028 0.012
H 2.5457 -2.1182 0.7679 -0.091 0.121 0.026
H 4.1586 -2.7866 0.9426 -0.044 -0.016 -0.018
H 2.7686 -3.7466 1.4323 0.004 0.052 -0.016
C 4.9320 3.9760 3.5492 -0.068 0.010 -0.011
C 3.5257 4.4604 3.9272 0.073 -0.058 -0.056
C 2.3670 3.6383 3.3595 0.037 -0.014 -0.021
C 2.1051 3.7999 1.8654 0.098 -0.045 0.020
N 3.1720 3.2275 1.0280 -0.080 -0.086 0.125
C 3.2665 1.9448 0.6534 -0.026 0.138 -0.208
S 1.9113 0.9115 0.8512 -0.339 -0.473 0.374
N 4.4276 1.5526 0.1294 0.112 -0.138 0.109
C 4.8359 0.1733 -0.1463 0.050 0.045 0.000
C 5.9028 -0.3032 0.8317 0.094 0.094 -0.002
C 7.2890 0.2839 0.5472 -0.044 -0.080 -0.063
C 7.9662 -0.3680 -0.6567 -0.030 0.035 0.039
H 5.6685 4.3421 4.2640 -0.006 0.001 -0.030
H 5.2595 4.3424 2.5701 -0.021 -0.038 0.036
H 4.9896 2.8825 3.5491 0.004 0.065 0.005
H 3.4051 5.5074 3.6333 -0.004 0.001 0.057
H 3.4382 4.4392 5.0141 0.004 0.003 0.002
H 1.4478 3.9301 3.8749 0.013 -0.027 -0.029
H 2.5231 2.5745 3.5716 -0.041 0.034 0.022
H 2.0202 4.8553 1.6029 0.035 0.002 -0.042
H 1.1772 3.3024 1.5995 -0.036 0.024 -0.081
H 4.0414 3.7394 1.0526 0.024 0.053 -0.019
H 5.1773 2.2308 0.1314 0.006 0.019 -0.019
H 5.2065 0.1246 -1.1724 -0.054 -0.026 -0.013
H 3.9453 -0.4397 -0.0817 -0.083 -0.005 0.033
H 5.9649 -1.3938 0.7697 -0.004 0.031 -0.005
H 5.5790 -0.0576 1.8467 -0.020 -0.039 0.003
H 7.9156 0.1521 1.4293 0.025 0.035 0.007
H 7.2179 1.3668 0.3852 0.024 -0.006 0.062
H 8.1233 -1.4331 -0.4727 -0.010 0.028 -0.026
H 8.9387 0.0830 -0.8526 -0.022 -0.011 -0.009
H 7.3660 -0.2697 -1.5657 0.034 -0.015 0.018
```
Positions in Å, forces in eV/Å.

Atomic partial charges in e from the Löwdin method, atoms 1 to 99:
1 Ti 1.08
2 C -0.02
3 C -0.27
4 N 0.09
5 N 0.00
6 C -0.83
7 N 0.12
8 S 0.73
9 C -0.19
10 C 0.02
11 C 0.00
12 C -0.01
13 C -0.14
14 N 0.01
15 H 0.11
16 H 0.09
17 H 0.08
18 H 0.13
19 H 0.12
20 H 0.11
21 H 0.12
22 H 0.13
23 H 0.13
24 H 0.06
25 C -0.04
26 O -0.34
27 H 0.10
28 H 0.10
29 H 0.05
30 H 0.01
31 C 0.05
32 C -0.33
33 O -0.19
34 C -0.56
35 F 0.17
36 F 0.17
37 F 0.20
38 C -0.55
39 F 0.17
40 F 0.21
41 F 0.15
42 H 0.11
43 H 0.08
44 H 0.12
45 C -0.04
46 C -0.33
47 C -0.04
48 C -0.13
49 C -0.02
50 C -0.04
51 C -0.01
52 C -0.12
53 C -0.32
54 C -0.05
55 C -0.03
56 C -0.17
57 O -0.20
58 H 0.10
59 H 0.03
60 H 0.09
61 H 0.13
62 H 0.04
63 H 0.09
64 H 0.09
65 H 0.13
66 H 0.12
67 H 0.13
68 H 0.13
69 H 0.02
70 H 0.10
71 H 0.11
72 H 0.04
73 H 0.08
74 H 0.09
75 C -0.10
76 C -0.24
77 C -0.20
78 C -0.20
79 N 0.03
80 C -0.71
81 S 0.76
82 N 0.04
83 C -0.19
84 C -0.18
85 C -0.25
86 C -0.09
87 H 0.08
88 H 0.06
89 H 0.07
90 H 0.11
91 H 0.11
92 H 0.12
93 H 0.11
94 H 0.13
95 H 0.08
96 H 0.12
97 H 0.15
98 H 0.11
99 H 0.05

Among the records above, which one has the highest relative energy (zero: lowest compared OMol25 entry of this formula, charge and spin)? C18H25N2O4

Among the records above, which one has the lowest charge? C18H25N2O4